w:
Formula: C2H9N2
Source: the OMol25 dataset
Level of theory: ωB97M-V/def2-TZVPD

- Total charge: +1
- LUMO: -4.462 eV

```
13
C2H9N2, DFT ωB97M-V/def2-TZVPD
C -0.416 0.849 -1.435
C 1.513 0.722 -0.119
N 0.328 0.303 -0.384
H -1.332 1.327 -1.066
H -0.644 0.088 -2.169
H 0.189 1.587 -1.975
H 1.980 1.477 -0.790
H 2.005 0.367 0.758
H -0.168 -0.476 0.286
N -0.705 -1.452 1.469
H -1.522 -0.941 1.791
H -0.173 -1.449 2.352
H -1.055 -2.403 1.281
```

=====

x:
Formula: C2H9N2
Source: the OMol25 dataset
Level of theory: ωB97M-V/def2-TZVPD

- Total charge: +1
- LUMO: -3.448 eV

```
13
C2H9N2, DFT ωB97M-V/def2-TZVPD
N -1.018 -1.291 1.720
H -0.697 1.624 0.018
H -1.571 -0.882 2.464
H -1.501 -2.115 1.378
H -0.204 -1.685 2.186
C 0.638 0.078 -2.085
C 0.930 0.913 -1.112
N 0.092 0.982 0.095
H -0.105 -0.665 -1.823
H 1.193 0.076 -3.010
H 1.754 1.605 -1.081
H 0.732 1.305 0.823
H -0.244 0.055 0.428
```

=====

Energy ordering: w at the bottom, the next structure 0.0047 hartree above.

=====

w:
Formula: C2H11O3S
Source: the OMol25 dataset
Level of theory: ωB97M-V/def2-TZVPD

- Total charge: -1
- LUMO: 3.938 eV

```
17
C2H11O3S, DFT ωB97M-V/def2-TZVPD
C -0.902 -1.665 -1.846
C 0.287 -1.286 -0.979
S 0.346 0.451 -0.444
H -1.228 -0.886 -2.527
H -1.735 -2.006 -1.230
H -0.653 -2.565 -2.431
H 1.250 -1.501 -1.448
H 0.273 -1.918 -0.082
H 0.358 2.547 2.114
H 0.760 2.768 0.688
O 0.957 3.089 1.586
H 1.977 0.082 1.548
H 2.190 -1.409 1.463
O 2.525 -0.631 1.915
H -2.640 1.799 -0.032
H -1.435 1.363 0.821
O -2.330 1.767 0.884
```

=====

x:
Formula: C2H11O3S
Source: the OMol25 dataset
Level of theory: ωB97M-V/def2-TZVPD

- Total charge: -1
- LUMO: 3.406 eV

```
17
C2H11O3S, DFT ωB97M-V/def2-TZVPD
C 0.126 3.488 -2.095
C -0.118 2.159 -1.254
S 0.451 2.413 0.424
H 0.293 4.287 -1.224
H -0.564 3.628 -2.858
H 1.165 3.419 -2.600
H 0.380 1.290 -1.737
H -1.094 1.654 -1.210
H 0.812 -0.414 2.965
H -0.016 -0.513 1.743
O 0.234 -1.016 2.516
H 0.619 -2.216 1.233
H 0.485 -2.500 -0.360
O 0.417 -2.808 0.460
H -0.777 -4.854 1.118
H -1.029 -3.617 1.190
O -1.383 -4.401 1.689
```

=====

Energy ordering: w at the bottom, the next structure 0.0635 hartree above.

=====

w:
Formula: C22H30N4O4
Source: the OMol25 dataset
Level of theory: ωB97M-V/def2-TZVPD

- Total charge: 0
- LUMO: 0.681 eV
- SMILES: Cc1cc(C)n(C[C@H](O)COc2cccc(OC[C@H](O)Cn3nc(C)cc3C)c2)n1

```
60
C22H30N4O4, DFT ωB97M-V/def2-TZVPD
C -4.325 4.820 -4.392
C -3.075 4.375 -3.721
N -1.991 4.053 -4.408
N -1.058 3.704 -3.510
C -1.528 3.784 -2.245
C -2.832 4.223 -2.346
H -3.515 4.411 -1.543
C -0.718 3.441 -1.049
H -0.389 2.403 -1.092
H 0.162 4.080 -0.978
H -1.319 3.577 -0.155
C 0.216 3.232 -3.977
H 0.824 2.935 -3.124
H 0.719 4.031 -4.532
C 0.024 2.032 -4.927
O -0.605 2.416 -6.113
H -1.326 3.032 -5.869
H 1.009 1.638 -5.199
C -0.779 0.921 -4.223
O -0.116 0.594 -3.021
C -0.714 -0.278 -2.160
C -0.036 -0.468 -0.954
C -0.551 -1.317 0.011
C -1.753 -1.986 -0.234
C -2.411 -1.796 -1.428
C -1.906 -0.944 -2.400
H -2.442 -0.817 -3.326
H -3.338 -2.316 -1.615
H -2.145 -2.643 0.525
O 0.031 -1.562 1.218
C 1.231 -0.893 1.536
H 1.101 0.195 1.502
H 2.036 -1.175 0.845
C 1.628 -1.288 2.960
O 2.753 -0.538 3.319
H 3.160 -0.989 4.087
H 0.781 -1.060 3.631
C 1.912 -2.799 3.041
N 2.110 -3.182 4.411
C 1.403 -4.048 5.171
C 1.963 -4.002 6.431
C 3.007 -3.066 6.346
N 3.078 -2.581 5.118
C 3.936 -2.623 7.418
H 4.485 -3.475 7.819
H 4.641 -1.901 7.016
H 3.381 -2.164 8.235
H 1.665 -4.564 7.293
C 0.264 -4.846 4.649
H 0.588 -5.504 3.843
H -0.523 -4.196 4.267
H -0.147 -5.455 5.450
H 2.822 -3.013 2.470
H 1.074 -3.353 2.621
H 0.893 0.060 -0.814
H -0.843 0.051 -4.888
H -1.797 1.282 -4.021
H -5.147 4.148 -4.148
H -4.178 4.829 -5.469
H -4.596 5.821 -4.060
```

=====

x:
Formula: C22H30N4O4
Source: the OMol25 dataset
Level of theory: ωB97M-V/def2-TZVPD

- Total charge: 0
- LUMO: -0.045 eV
- SMILES: Cc1cc(C)n(C[C@H](O)COc2cccc(OC[C@H](O)Cn3nc(C)cc3C)c2)n1

```
60
C22H30N4O4, DFT ωB97M-V/def2-TZVPD
C 3.865 -1.140 0.686
C 2.852 -0.767 -0.513
N 2.061 0.303 -0.438
N 1.484 0.269 -1.671
C 1.750 -0.893 -2.599
C 2.804 -1.599 -1.698
H 3.349 -2.482 -1.954
C 1.064 -1.218 -3.727
H 1.363 -0.450 -4.423
H 1.469 -2.044 -4.116
H 0.002 -1.237 -3.410
C 0.510 1.106 -1.834
H -0.394 1.001 -1.615
H 0.359 1.377 -2.860
C 0.956 2.551 -1.402
O 1.364 2.632 0.112
H 1.910 1.943 0.129
H 2.064 2.928 -1.821
C -0.176 3.753 -1.588
O -1.233 3.327 -1.903
C -2.213 2.744 -1.119
C -1.741 2.535 0.428
C -2.851 2.044 1.234
C -4.010 1.881 0.780
C -4.672 1.937 -0.661
C -3.552 2.662 -1.537
H -3.626 2.882 -2.729
H -5.570 1.929 -0.920
H -4.735 1.468 1.360
O -2.600 1.805 2.422
C -1.442 1.496 3.026
H -1.494 1.653 3.947
H -0.638 2.262 2.590
C -0.785 0.101 2.691
O 0.311 -0.057 3.607
H 0.637 -0.846 3.543
H -1.786 -0.668 3.021
C -0.316 -0.050 1.506
N -0.101 -1.596 1.222
C -0.498 -2.534 0.441
C 0.207 -3.467 0.496
C 1.193 -3.357 1.758
N 0.946 -2.166 1.943
C 2.088 -4.275 2.098
H 2.415 -3.942 3.085
H 1.404 -5.077 2.436
H 2.785 -4.441 1.411
H 0.028 -4.404 -0.168
C -1.753 -2.213 -0.702
H -1.238 -1.426 -1.283
H -2.619 -1.866 -0.210
H -1.902 -3.051 -1.319
H 0.180 0.497 1.059
H -1.255 0.147 0.668
H -0.831 2.907 0.588
H 0.372 4.456 -2.303
H -0.069 4.351 -0.839
H 4.619 -2.044 0.396
H 3.199 -1.570 1.579
H 4.493 -0.064 1.093
```

=====

y:
Formula: C22H30N4O4
Source: the OMol25 dataset
Level of theory: ωB97M-V/def2-TZVPD

- Total charge: 0
- LUMO: 0.342 eV
- SMILES: CNC(=O)[C@@H](NC(C)=O)C(C)C.COC(=O)Nc1ccc(Cc2ccncc2)cc1

```
60
C22H30N4O4, DFT ωB97M-V/def2-TZVPD
O -0.640 -1.798 -2.147
O -5.012 1.908 0.490
O -3.385 -2.634 1.816
N 7.797 2.590 0.173
O -1.598 -0.748 -3.939
C -0.686 -0.873 -2.949
C -4.458 0.913 0.931
C -3.319 -2.013 0.761
C 7.425 1.300 0.147
C 6.897 3.504 0.570
C 1.877 -0.534 -1.251
C 1.322 1.800 -1.465
C 6.146 0.882 0.522
C 5.600 3.158 0.958
C 2.770 -0.230 -0.220
C 2.217 2.109 -0.433
C 1.113 0.473 -1.859
C 5.203 1.821 0.943
C 2.929 1.092 0.216
N 0.154 0.217 -2.847
N -4.040 -2.363 -0.311
N -3.367 0.453 0.316
C -2.481 -1.870 -4.103
C -5.023 0.233 2.161
C 3.824 1.406 1.389
C -4.935 -3.517 -0.358
C -0.400 -1.498 1.818
C -0.844 0.925 1.668
C -1.521 -0.448 1.793
C -2.511 -0.713 0.632
H 8.145 0.554 -0.177
H 7.189 4.549 0.591
H 1.770 -1.569 -1.561
H 0.764 2.603 -1.937
H 5.899 -0.173 0.484
H 4.917 3.938 1.272
H 3.324 -1.031 0.259
H 2.344 3.141 -0.122
H -0.140 1.002 -3.414
H -3.974 -1.774 -1.124
H -3.081 1.023 -0.464
H -3.162 -1.686 -4.940
H -1.916 -2.785 -4.316
H -3.082 -2.030 -3.202
H -5.489 -0.707 1.876
H -5.773 0.884 2.609
H -4.234 0.051 2.886
H 3.373 2.203 1.988
H 3.904 0.529 2.040
H -4.349 -4.437 -0.377
H -5.571 -3.473 -1.243
H -5.566 -3.530 0.534
H -0.813 -2.490 2.000
H 0.129 -1.504 0.865
H 0.305 -1.273 2.618
H -0.344 1.006 0.705
H -1.581 1.721 1.766
H -0.110 1.049 2.463
H -2.048 -0.478 2.745
H -1.885 -0.859 -0.243
```

=====

Energy ordering: y at the bottom, the next structure 0.0718 hartree above.